Entry from the Open Molecules 2025 dataset: a structure of composition C15H20MgN2O2 at a distorted geometry (ωB97M-V/def2-TZVPD).

For the orbital gap, the calculation gives 0.1708 Eh. The LUMO energy is -0.9 eV.

XYZ file:
```
40
Properties=species:S:1:pos:R:3:forces:R:3:mulliken_charge:R:1
H 3.42315 2.61197 0.90624 -0.1002 -0.0488 -0.4945 0.312
H -4.41096 -0.93029 -2.76375 0.2756 0.0556 0.1264 0.412
C -0.21245 -1.96198 -0.91014 1.3273 -0.6158 -0.2887 0.664
H -2.49011 -2.51917 -2.43633 -0.2545 0.1715 0.3832 0.317
H 1.37090 3.63715 -1.14357 -0.1301 0.1171 0.0751 0.252
C 1.84456 -2.14880 0.16762 -0.3354 -0.4076 -0.2874 -0.042
H -0.99580 -3.69960 -1.86267 0.2214 -0.3154 0.5282 0.270
O -1.62831 2.22767 1.55663 -0.9777 0.2438 0.9588 -0.641
H 3.17336 1.87493 -0.69526 0.0107 0.2924 0.1122 0.262
C -2.45920 -1.51368 -2.02310 0.3051 0.4995 0.3495 -0.789
H -4.12988 1.46850 -1.98681 0.0595 -0.2608 0.0652 0.404
H -1.99927 2.12202 -0.87064 0.0483 -0.2362 -0.1118 0.455
H -2.08348 -1.27143 2.67240 -0.1123 0.0775 0.2018 0.228
O -0.89010 0.14681 1.87386 -0.4052 -1.7816 1.0241 -0.146
C -0.78580 1.37250 1.35309 0.6487 1.6161 -2.3196 -0.253
Mg 0.79874 0.79097 -0.13647 -1.3406 -0.1200 2.0517 1.260
H 2.04780 1.80963 2.07590 -0.0800 -0.2525 -0.0454 0.419
C -3.50543 -0.61170 -2.24669 0.4835 0.3029 -0.0040 -0.459
C 1.84998 -3.54313 0.01250 -0.3181 0.3741 -0.0981 -0.786
C 3.08772 2.80964 -0.11848 0.3770 0.4264 0.1915 -0.959
H 3.80038 3.53000 -0.52725 -0.0228 -0.0968 -0.2818 0.381
H 1.81695 4.42304 0.37921 -0.3320 -0.0752 -0.1503 0.344
C 1.69890 3.45156 -0.11403 0.1494 0.2463 -0.1280 -0.985
H -2.87667 0.32987 2.36934 -0.0175 -0.1227 0.4213 0.318
C -0.21749 -3.33915 -1.19025 -0.1012 0.7139 0.0088 -0.800
H 0.78625 -5.21580 -0.90827 0.1407 0.2967 0.1301 0.416
H 1.82809 0.06186 2.34815 -0.1936 -0.1207 -0.1169 0.299
C -1.30905 -1.06315 -1.33570 -0.8822 0.6005 -0.8983 0.451
C -3.35831 0.71900 -1.83170 0.3508 -0.3112 0.2149 -0.822
C 1.97502 0.83090 1.58820 1.7682 -0.4953 -0.5245 -1.862
N -1.14868 0.24634 -1.05544 0.1323 -0.5536 -0.3328 -0.003
H 2.93255 0.63870 1.05700 0.3656 -0.1217 1.0256 0.407
N 0.85231 -1.38261 -0.30054 -0.5927 -0.5840 -0.3940 0.396
C -1.98622 -0.18774 2.74168 0.3912 0.4606 -0.2462 -0.822
H -1.69686 0.13610 3.75030 -0.5370 -0.1791 -0.1172 0.268
H 0.90326 2.92434 0.44736 0.4052 0.2226 -0.1557 0.558
H 2.68388 -4.10723 0.41394 -0.1650 -0.0374 -0.0504 0.409
C 0.80702 -4.14562 -0.69860 0.0773 0.3875 -0.0853 -0.387
H 2.65860 -1.62818 0.67244 -0.2454 -0.0632 -0.1176 0.334
C -2.15535 1.10576 -1.23016 -0.3944 -0.3054 -0.6200 -0.078
```
Positions in Å, forces in eV/Å.

Entry from the Open Molecules 2025 dataset: a structure of composition C25H24ClN2OPdSe2Si (ωB97M-V/def2-TZVPD).

For the orbital gap (alpha / beta), the calculation gives 0.2504 / 0.1937 Eh. As for the spin multiplicity: 5. The LUMO energy (alpha / beta) is -3.5 / -5.2 eV. The charge is +1.

XYZ file:
```
57
Properties=species:S:1:pos:R:3:forces:R:3:mulliken_charge:R:1
H 2.77613 -7.79990 0.10215 -0.0009 0.0000 -0.0022 0.391
H -1.43521 3.51626 -1.53688 -0.0091 0.0069 0.0010 0.358
C 1.11636 -4.33504 -0.19086 0.0026 -0.0040 -0.0029 0.610
C 1.46589 4.52013 0.82111 -0.0233 0.0056 0.0081 1.815
H -0.24945 -5.27896 -1.56783 0.0039 0.0011 0.0031 0.432
H 2.98801 5.82190 1.62852 0.0038 -0.0078 -0.0056 0.457
Pd 0.05101 0.57344 1.94133 -0.0841 0.0596 0.1376 0.349
C -2.26823 -0.21642 -0.27611 0.0063 0.0190 0.0092 0.211
C 0.82791 3.27541 0.99022 -0.0642 0.0272 0.0602 0.178
H 3.18363 2.26605 0.26184 0.0755 -0.0209 -0.0325 -0.016
C 2.22441 -4.51152 0.65238 0.0024 0.0026 -0.0094 -0.051
C 2.81409 -5.75585 0.75056 -0.0135 -0.0093 -0.0028 -0.734
Si 2.90329 -0.00633 -0.65820 0.0639 -0.0516 -0.0068 0.601
Cl -4.74356 -2.33647 -2.64096 -0.0031 -0.0006 -0.0034 -0.214
C 2.48594 4.86838 1.73646 -0.0071 0.0062 0.0145 -0.656
C -3.80252 -1.79888 -1.29002 -0.0094 -0.0201 0.0050 0.094
H 4.77126 -1.63712 -0.60250 -0.0212 0.0115 -0.0134 0.295
C 2.13082 2.78876 2.84202 -0.0012 -0.0348 -0.0352 -0.328
O -1.52449 -0.73031 1.97532 -0.0160 -0.0162 -0.0497 -0.818
H 2.01016 0.55729 -2.86881 0.0135 -0.0049 0.0018 0.502
H 3.58498 4.25050 3.46554 -0.0064 -0.0011 0.0005 0.424
C -3.05913 -0.66260 -1.36878 0.0291 0.0436 0.0033 -1.070
C 2.30956 -6.82736 0.01862 -0.0021 0.0048 0.0006 -0.385
N 1.18264 2.43175 2.00687 0.0179 0.0359 0.0444 -0.068
C -1.60600 1.03244 -0.47807 0.0140 -0.0418 0.0273 0.376
H 3.42596 -2.24921 -1.57186 -0.0021 0.0023 -0.0005 0.276
H -4.43979 -3.42624 -0.03177 0.0058 0.0055 -0.0005 0.432
C 2.81514 4.01246 2.74593 0.0229 0.0015 -0.0234 -0.703
H 1.54827 6.33286 -0.34757 -0.0013 -0.0078 -0.0090 0.433
C -3.07774 -2.13950 0.97847 0.0254 -0.0099 -0.0151 -0.476
H -3.08454 -2.70351 1.90158 0.0072 0.0092 -0.0010 0.462
H -1.83356 1.52134 -1.42581 -0.0210 -0.0027 -0.0029 0.197
H 4.49976 -1.01491 -2.23432 -0.0007 0.0050 0.0009 0.362
Se 0.27422 -2.68804 -0.38269 -0.0193 -0.0517 0.0208 -0.029
C -0.61377 3.76260 -0.87845 0.0172 -0.0032 -0.0157 -0.551
C -3.82416 -2.53820 -0.09314 0.0040 -0.0049 0.0110 -0.521
C 0.03327 5.00260 -1.04828 -0.0016 0.0091 -0.0013 -1.021
C 0.60851 -5.42115 -0.92371 0.0040 -0.0098 0.0048 -0.404
H -3.07128 -0.07814 -2.28078 -0.0001 -0.0075 0.0018 0.436
C -2.24251 -0.98930 0.93150 0.0048 0.0234 -0.0070 0.804
C 3.85744 1.50429 -0.13571 -0.0276 0.0487 -0.0255 -0.642
C 4.00115 -1.35464 -1.32316 0.0113 -0.0167 0.0432 -0.995
Se 1.98999 -0.89174 1.29607 -0.0135 0.0133 -0.0577 -0.157
C 1.56238 0.41922 -1.88121 -0.0525 0.0629 0.0160 -0.580
N -0.78893 1.61880 0.33601 -0.0393 0.0037 0.0168 -0.123
H -0.29941 5.66176 -1.83843 0.0015 -0.0019 0.0047 0.408
C 1.20917 -6.65989 -0.81629 0.0099 0.0050 0.0027 -0.627
C -0.22246 2.88928 0.10393 0.0562 -0.0619 -0.0548 -0.308
C 1.05567 5.37682 -0.22649 -0.0050 0.0055 0.0090 -0.843
H 4.60394 1.27024 0.62434 0.0005 -0.0093 -0.0049 0.320
H 3.66674 -5.89777 1.40054 0.0019 -0.0005 -0.0014 0.397
H 0.82223 -7.49734 -1.38045 0.0008 -0.0011 0.0023 0.388
H 2.37782 2.08147 3.62443 -0.0090 0.0048 0.0037 0.465
H 0.81895 -0.37629 -1.96088 0.0039 0.0406 -0.0509 0.172
H 2.60596 -3.67437 1.22070 -0.0011 -0.0101 -0.0051 0.271
H 4.37360 1.93357 -0.99859 0.0074 -0.0109 -0.0004 0.408
H 1.05278 1.34680 -1.61394 0.0386 -0.0416 -0.0132 -0.004
```
Positions in Å, forces in eV/Å.

Entry from the Open Molecules 2025 dataset: a cluster of 2 separate species, ClH2N3 in total at a distorted geometry (ωB97M-V/def2-TZVPD).

For the orbital gap, the calculation gives 0.4106 Eh. The LUMO energy is 1.1 eV.

XYZ file:
```
6
Properties=species:S:1:pos:R:3:forces:R:3:mulliken_charge:R:1
Cl -2.26183 -0.19518 0.37056 -0.0846 -0.2707 0.3173 -0.233
N 0.96214 0.24835 -0.29391 4.5639 -1.7634 0.6504 0.961
H -3.49798 -0.00370 0.31321 -1.0060 0.0325 0.1343 0.229
N -0.02774 0.40704 -0.69520 -4.9876 2.1278 -3.1130 -0.424
H 2.90506 -0.32341 0.00841 -1.8518 0.7859 -0.6327 0.279
N 1.92036 -0.13311 0.29694 3.3662 -0.9122 2.6436 -0.813
```
Positions in Å, forces in eV/Å.